w.
Computed, not measured: C3H8S2 in the gas phase, with the ωB97M-V functional and the def2-TZVPD basis.

Computed properties:
SMILES   CCCSS
Kohn-Sham gap   9.410 eV

Geometry as ORCA input:
```
! RIJCOSX wB97M-V def2-TZVPD def2/J DEFGRID3
* xyz 0 1
S -0.004 -1.054 1.996
H -1.113 -0.473 0.003
H 0.529 2.386 -1.723
S -0.499 -3.075 1.827
H -0.715 1.173 -1.698
H 0.389 -1.286 -0.330
C 0.486 0.915 0.025
H 1.544 0.899 0.309
C -0.044 -0.473 0.248
C 0.330 1.369 -1.432
H 0.852 0.636 -2.053
H -1.717 -2.683 2.206
H -0.036 1.666 0.622
*
```

natural (NBO) atomic charge list, values in e, 6 entries: 0.0621 0.2020 0.2215 -0.1300 0.1986 0.2212


x.
Computed, not measured: C3H8S2 in the gas phase, with the ωB97M-V functional and the def2-TZVPD basis.

Computed properties:
SMILES   CCCSS
Kohn-Sham gap   9.725 eV

Geometry as ORCA input:
```
! RIJCOSX wB97M-V def2-TZVPD def2/J DEFGRID3
* xyz 0 1
H 2.555 2.381 -1.924
S 0.090 2.081 -0.932
H -1.428 -2.274 0.927
S 1.429 1.835 -2.420
C 0.308 0.625 0.128
C -0.763 -0.442 -0.045
H 1.271 0.176 -0.128
C -0.712 -1.463 1.095
H 0.270 -1.927 1.161
H -0.968 -0.989 2.049
H 0.386 0.945 1.164
H -1.764 -0.006 -0.057
H -0.674 -0.943 -1.017
*
```

natural (NBO) atomic charge list, values in e, 6 entries: 0.1163 0.0995 0.2142 -0.1340 -0.5414 -0.4099


y.
Computed, not measured: C3H8S2 in the gas phase, with the ωB97M-V functional and the def2-TZVPD basis.

Computed properties:
SMILES   CCSSC
Kohn-Sham gap   9.279 eV

Geometry as ORCA input:
```
! RIJCOSX wB97M-V def2-TZVPD def2/J DEFGRID3
* xyz 0 1
C -0.997 -1.924 -1.151
H 2.073 1.625 1.118
S -0.849 0.098 0.667
H 0.966 1.296 2.577
C 1.221 1.920 1.723
H -0.550 -2.317 -2.071
H -0.845 -2.685 -0.388
C -0.318 -0.575 -0.941
H -2.066 -1.789 -1.331
H -0.645 0.025 -1.793
S -0.152 2.017 0.516
H 1.398 2.917 2.143
H 0.763 -0.610 -1.069
*
```

natural (NBO) atomic charge list, values in e, 6 entries: -0.6233 0.2178 0.0855 0.2323 -0.7392 0.2155


In order of decreasing stability: x, y, w.


w.
Computed, not measured: C3H4N2O4 in the gas phase, with the ωB97M-V functional and the def2-TZVPD basis.

Computed properties:
SMILES   Cn1on(O)c(=O)c1=O
Kohn-Sham gap   8.803 eV

Geometry as ORCA input:
```
! RIJCOSX wB97M-V def2-TZVPD def2/J DEFGRID3
* xyz 0 1
C -1.310 -0.223 -2.216
H -0.958 -0.618 -3.090
O -2.109 -0.967 0.197
C -0.818 -0.733 0.217
N -0.282 -0.477 -1.071
N 0.962 0.881 0.378
O 0.248 -0.269 2.332
O 0.834 0.450 -1.091
H -2.124 -1.070 -2.166
H -1.810 0.771 -2.257
C 0.163 -0.103 1.138
O 2.227 1.077 0.681
H 2.312 2.120 0.583
*
```

natural (NBO) atomic charge list, values in e, 6 entries: -0.4439 0.2145 -0.5483 0.5099 -0.1295 0.0718


x.
Computed, not measured: C3H4N2O4 in the gas phase, with the ωB97M-V functional and the def2-TZVPD basis.

Computed properties:
Kohn-Sham gap   8.272 eV

Geometry as ORCA input:
```
! RIJCOSX wB97M-V def2-TZVPD def2/J DEFGRID3
* xyz 0 1
N -1.148 -0.431 0.517
H -2.323 1.787 0.672
H -0.021 -2.682 -1.265
H -2.070 -0.796 0.774
O 1.859 0.609 1.339
O -0.763 -2.190 -0.871
C -0.714 0.856 0.213
N -1.362 1.939 0.332
C 1.453 0.427 0.232
C -0.269 -1.159 -0.203
O 1.887 0.975 -0.901
O 1.039 -1.074 -0.190
H 2.432 1.739 -0.650
*
```

natural (NBO) atomic charge list, values in e, 6 entries: -0.6446 0.3030 0.5164 0.4037 -0.6125 -0.6220


In order of decreasing stability: x, w.


w.
Computed, not measured: C8H13N as an isolated structure, with the ωB97M-V functional and the def2-TZVPD basis.

Computed properties:
Kohn-Sham gap   9.691 eV

Geometry as ORCA input:
```
! RIJCOSX wB97M-V def2-TZVPD def2/J DEFGRID3
* xyz 0 1
H 0.067 -0.443 -1.636
C -1.498 -1.142 0.265
C 1.190 -0.313 0.562
C -0.385 -0.233 0.469
C 0.178 1.506 -0.826
H -0.359 2.429 -0.403
C -0.641 0.181 -0.989
H -2.676 -0.779 -1.704
H 3.180 -1.099 0.174
H -1.765 -2.120 0.716
C -0.920 0.778 1.578
C -1.923 -0.620 -0.974
H 1.491 -0.147 1.554
H 0.516 1.909 -1.814
H -1.698 0.041 2.360
H -1.717 1.634 1.044
H 1.804 -2.331 0.435
H 1.964 -1.392 -1.355
N 1.388 0.973 -0.247
C 1.981 -1.438 -0.108
H 1.693 1.807 0.203
H -0.105 1.358 2.290
*
```

natural (NBO) atomic charge list, values in e, 6 entries: 0.2069 -0.1584 -0.0492 -0.1375 -0.2307 0.1829


x.
Computed, not measured: C8H13N in the gas phase, with the ωB97M-V functional and the def2-TZVPD basis.

Computed properties:
SMILES   CC1=C(C)[C@H]2CN2CC1
Kohn-Sham gap   9.117 eV

Geometry as ORCA input:
```
! RIJCOSX wB97M-V def2-TZVPD def2/J DEFGRID3
* xyz 0 1
H 0.140 2.590 0.758
H -2.519 -1.484 0.854
H -2.902 0.465 0.854
C -0.339 0.755 -0.224
C 1.171 -1.638 0.230
C -1.026 -0.381 -0.148
C 1.162 0.681 -0.596
C -0.736 2.251 0.009
H -0.589 2.921 -0.882
C -2.462 -0.552 0.151
H 1.388 1.038 -1.610
C -0.305 -1.759 -0.360
C 2.337 0.689 0.305
H 1.877 -2.517 -0.004
H -0.827 -2.619 0.166
N 1.863 -0.549 -0.294
H -1.801 2.317 0.305
H 3.312 0.999 0.156
H 1.287 -1.520 1.417
H -2.913 -0.725 -1.005
H -0.242 -1.857 -1.446
H 2.125 0.895 1.366
*
```

natural (NBO) atomic charge list, values in e, 6 entries: 0.2240 0.2236 0.2185 -0.0278 -0.1996 -0.0113


y.
Computed, not measured: C8H13N in the gas phase, with the ωB97M-V functional and the def2-TZVPD basis.

Computed properties:
SMILES   C1=C[C@H]2CNC[C@H](C1)C2
Kohn-Sham gap   9.506 eV

Geometry as ORCA input:
```
! RIJCOSX wB97M-V def2-TZVPD def2/J DEFGRID3
* xyz 0 1
H -0.905 -0.493 1.839
N -2.134 0.022 -0.010
C -1.445 -1.407 -0.287
H -0.852 1.083 -1.442
H 0.793 -0.172 1.919
C -0.004 -0.177 1.174
H -1.825 1.873 -0.134
C 2.172 -0.247 -0.333
H -0.031 -0.388 -0.929
H 1.377 1.441 -1.312
C 1.467 -1.408 -0.131
H -1.843 -1.771 -1.236
C 0.009 -1.095 -0.066
H 0.026 1.991 1.204
H 1.955 1.908 0.101
H -1.677 -1.958 0.657
H 3.301 -0.305 -0.247
H 2.113 -2.273 0.261
C -1.198 1.113 -0.389
H -2.832 0.083 -0.757
C 1.449 1.034 -0.342
C 0.083 1.142 0.460
*
```

natural (NBO) atomic charge list, values in e, 6 entries: 0.2274 -0.6108 -0.2189 0.1629 0.2143 -0.3960


In order of decreasing stability: x, y, w.


w.
Computed, not measured: C4H8NO2S as an isolated structure, with the ωB97M-V functional and the def2-TZVPD basis.

Computed properties:
Kohn-Sham gap   7.305 eV

Geometry as ORCA input:
```
! RIJCOSX wB97M-V def2-TZVPD def2/J DEFGRID3
* xyz -1 1
H -1.504 -0.427 1.924
H -0.109 1.299 0.806
N 0.941 -0.558 0.760
H 1.921 -1.645 -0.340
C -0.658 0.649 -1.352
C 1.999 0.294 0.495
O 1.021 -1.764 0.142
H -2.633 0.167 0.839
H -1.564 1.258 -1.407
S 3.204 -0.381 -0.531
H -1.713 -1.325 0.422
C -0.443 0.428 0.199
C -1.610 -0.283 0.829
H 0.132 1.120 -1.825
H -1.068 -0.253 -1.848
O 2.083 1.420 0.886
*
```

natural (NBO) atomic charge list, values in e, 6 entries: 0.2178 0.2348 -0.1935 0.4225 -0.6344 0.4551


x.
Computed, not measured: an isolated ion of composition C4H8NO2S and charge -1, with the ωB97M-V functional and the def2-TZVPD basis.

Computed properties:
SMILES   O=CN[C@H](CO)C[S-]
Kohn-Sham gap   6.472 eV

Geometry as ORCA input:
```
! RIJCOSX wB97M-V def2-TZVPD def2/J DEFGRID3
* xyz -1 1
C 1.862 1.243 -0.387
C -0.030 -0.310 -0.125
H -2.047 -0.132 0.443
H -0.295 -1.758 1.435
H -0.063 -0.314 -1.209
H -2.265 1.503 -1.026
N 1.276 0.248 0.302
H 1.150 1.791 -1.014
H 1.975 -0.399 0.650
H -0.920 1.000 1.308
C -1.192 0.549 0.355
O -1.456 1.638 -0.531
H 0.744 -2.268 0.157
C -0.191 -1.748 0.342
O 3.032 1.569 -0.266
S -1.579 -2.612 -0.433
*
```

natural (NBO) atomic charge list, values in e, 6 entries: 0.5319 -0.0992 0.2155 0.1757 0.1991 0.4719


In order of decreasing stability: x, w.


w.
Computed, not measured: C6H10O4 in the gas phase, with the ωB97M-V functional and the def2-TZVPD basis.

Computed properties:
SMILES   O[C@@H]1[C@H](O)[C@@H](O)C[C@@H]2O[C@@H]12
Kohn-Sham gap   10.112 eV

Geometry as ORCA input:
```
! RIJCOSX wB97M-V def2-TZVPD def2/J DEFGRID3
* xyz 0 1
H 0.441 0.154 2.781
H 1.520 -0.364 1.523
H -0.477 1.665 -1.177
C -0.435 -1.127 1.183
C 0.180 1.152 0.793
C 0.051 -1.540 -0.151
H -1.444 -0.774 1.218
O -0.432 -2.542 0.775
H -1.253 2.505 0.984
C -0.524 -0.535 -1.121
O 0.046 -0.804 -2.372
C 0.137 0.840 -0.723
H 1.503 0.409 -2.066
H -1.644 -0.474 -1.270
O -1.110 1.616 1.286
H 0.887 1.989 0.948
C 0.480 -0.061 1.710
H 1.119 -1.609 -0.238
H -0.515 -1.373 -2.892
O 1.470 0.875 -1.190
*
```

natural (NBO) atomic charge list, values in e, 6 entries: 0.2258 0.2201 0.1661 0.0426 0.0909 0.0071


x.
Computed, not measured: C6H10O4 in the gas phase, with the ωB97M-V functional and the def2-TZVPD basis.

Computed properties:
SMILES   C=C(O)OCC/C(O)=C/O
Kohn-Sham gap   8.585 eV

Geometry as ORCA input:
```
! RIJCOSX wB97M-V def2-TZVPD def2/J DEFGRID3
* xyz 0 1
O -1.111 3.520 -1.905
H -0.491 -0.182 -1.605
H 0.172 -3.620 2.431
H -1.697 -2.435 -0.348
C -0.117 1.556 -0.967
C -0.439 2.861 -0.954
H 1.198 -2.202 2.040
C 0.945 1.010 -0.194
H 1.514 -0.537 1.095
O -0.777 0.742 -1.891
C -0.291 -2.470 0.830
H 1.303 1.874 0.374
H 0.049 0.298 1.620
H 0.084 3.605 -0.374
H -1.488 2.719 -2.336
C 0.419 -2.798 1.840
O -1.367 -3.060 0.265
O -0.189 -1.185 0.127
H 1.750 0.528 -0.822
C 0.534 -0.223 0.774
*
```

natural (NBO) atomic charge list, values in e, 6 entries: -0.6560 0.5015 0.2330 0.4926 0.1576 0.0703


In order of decreasing stability: x, w.